# 1
{"formula": "C8H22Cl6O3SSi2", "method": "ωB97M-V/def2-TZVPD", "elements": ["C", "Si", "O", "Si", "S", "C", "O", "O", "H", "H", "H", "H", "H", "H", "H", "H", "H", "H", "Cl", "C", "C", "Cl", "H", "H", "H", "H", "Cl", "C", "C", "Cl", "H", "H", "H", "H", "Cl", "C", "C", "Cl", "H", "H", "H", "H"], "xyz": [[2.084, 1.987, -2.489], [0.330, 2.526, -2.229], [-0.643, 1.285, -1.651], [-1.442, 0.295, -2.677], [-3.355, 1.194, -3.332], [-4.028, 2.234, -2.050], [-4.288, 0.101, -3.531], [-3.057, 2.012, -4.486], [2.536, 2.665, -3.215], [2.638, 2.075, -1.553], [2.189, 0.961, -2.837], [-0.249, 3.031, -3.495], [0.292, 3.639, -1.259], [-0.709, 0.019, -3.922], [-1.777, -0.961, -1.990], [-3.468, 2.121, -1.122], [-3.978, 3.257, -2.414], [-5.055, 1.913, -1.897], [2.201, -0.806, 0.012], [3.669, -0.720, 1.026], [4.179, 0.690, 1.153], [4.828, 1.312, -0.393], [4.417, -1.375, 0.586], [3.403, -1.099, 2.010], [4.988, 0.720, 1.880], [3.391, 1.365, 1.476], [3.132, -2.611, 4.541], [4.624, -2.518, 5.512], [5.148, -1.110, 5.613], [5.760, -0.508, 4.048], [5.357, -3.182, 5.059], [4.381, -2.886, 6.507], [5.981, -1.078, 6.313], [4.377, -0.424, 5.951], [-4.815, -2.277, 1.091], [-5.829, -2.691, -0.319], [-6.130, -1.489, -1.174], [-7.209, -0.329, -0.349], [-6.738, -3.155, 0.052], [-5.273, -3.420, -0.907], [-6.635, -1.803, -2.085], [-5.226, -0.957, -1.453]], "molar_mass_g_mol": 467.2, "fmax_ev_per_a": 0.81, "homo_lumo_gap_ev": 10.39, "lumo_ev": 0.50}


# 2
{"formula": "C2OS", "method": "ωB97M-V/def2-TZVPD", "elements": ["C", "C", "O", "S"], "xyz": [[0.926, 0.748, 0.628], [-1.283, 0.053, -0.791], [1.346, 0.248, -0.281], [-2.404, 0.030, 0.214]], "molar_mass_g_mol": 72.1, "fmax_ev_per_a": 2.93, "spin_multiplicity": 3, "homo_lumo_gap_ev": [6.72, 8.27], "lumo_ev": [-0.54, -3.15]}


# 3
{"formula": "C58H128ClN7O6", "method": "ωB97M-V/def2-TZVPD", "elements": ["Cl", "C", "C", "C", "N", "C", "C", "C", "C", "C", "H", "H", "H", "H", "H", "H", "H", "H", "H", "H", "H", "H", "H", "H", "H", "H", "H", "H", "C", "C", "C", "N", "C", "C", "C", "C", "C", "H", "H", "H", "H", "H", "H", "H", "H", "H", "H", "H", "H", "H", "H", "H", "H", "H", "H", "C", "C", "C", "N", "C", "C", "C", "C", "C", "H", "H", "H", "H", "H", "H", "H", "H", "H", "H", "H", "H", "H", "H", "H", "H", "H", "H", "C", "C", "C", "N", "C", "C", "C", "C", "C", "H", "H", "H", "H", "H", "H", "H", "H", "H", "H", "H", "H", "H", "H", "H", "H", "H", "H", "C", "C", "C", "N", "C", "C", "C", "C", "C", "H", "H", "H", "H", "H", "H", "H", "H", "H", "H", "H", "H", "H", "H", "H", "H", "H", "H", "C", "C", "C", "N", "C", "C", "C", "C", "C", "H", "H", "H", "H", "H", "H", "H", "H", "H", "H", "H", "H", "H", "H", "H", "H", "H", "H", "C", "C", "C", "N", "C", "C", "C", "C", "C", "H", "H", "H", "H", "H", "H", "H", "H", "H", "H", "H", "H", "H", "H", "H", "H", "H", "H", "O", "C", "O", "O", "H", "O", "C", "O", "O", "H"], "xyz": [[-0.315, -0.214, 0.373], [1.217, 4.065, 6.361], [0.756, 3.373, 5.021], [0.224, 4.365, 3.988], [-0.080, 3.679, 2.637], [-1.018, 2.400, 2.815], [-0.843, 4.668, 1.753], [-0.620, 4.241, 0.331], [0.840, 3.653, 0.318], [1.219, 3.427, 1.803], [1.966, 3.464, 6.876], [0.411, 4.205, 7.081], [1.563, 5.086, 6.201], [-0.020, 2.617, 5.140], [1.653, 2.870, 4.660], [0.796, 5.268, 3.776], [-0.734, 4.752, 4.336], [-1.409, 2.044, 1.862], [-1.862, 2.753, 3.408], [-0.499, 1.555, 3.268], [-1.923, 4.736, 1.880], [-0.497, 5.692, 1.893], [-1.327, 3.504, -0.050], [-0.783, 5.133, -0.275], [0.929, 2.798, -0.353], [1.460, 4.454, -0.085], [1.703, 2.456, 1.917], [1.974, 4.155, 2.101], [3.674, 1.025, 4.225], [4.648, -0.119, 4.529], [3.969, -1.042, 5.606], [4.490, -2.508, 5.579], [6.020, -2.537, 5.854], [4.138, -3.270, 4.311], [3.853, -4.703, 4.657], [4.055, -4.809, 6.139], [3.794, -3.374, 6.689], [3.422, 1.630, 5.096], [2.764, 0.604, 3.797], [3.974, 1.608, 3.355], [5.586, 0.297, 4.899], [4.851, -0.638, 3.592], [2.956, -1.305, 5.303], [3.996, -0.601, 6.603], [6.649, -2.220, 5.022], [6.447, -3.535, 5.957], [6.192, -1.851, 6.683], [4.962, -3.195, 3.600], [3.263, -2.883, 3.789], [4.546, -5.397, 4.182], [2.794, -4.938, 4.548], [5.050, -5.158, 6.415], [3.349, -5.515, 6.577], [4.094, -3.030, 7.679], [2.729, -3.139, 6.699], [-0.093, 3.922, -2.968], [0.269, 3.929, -4.479], [1.783, 3.674, -4.697], [2.143, 3.878, -6.200], [1.239, 3.070, -7.130], [2.092, 5.396, -6.623], [3.438, 5.662, -7.405], [4.089, 4.302, -7.546], [3.664, 3.554, -6.361], [0.412, 4.724, -2.431], [0.277, 2.945, -2.658], [-1.181, 3.930, -2.905], [-0.066, 4.827, -4.999], [-0.291, 3.092, -4.895], [2.081, 2.648, -4.478], [2.415, 4.361, -4.134], [0.280, 3.574, -7.252], [1.005, 2.095, -6.704], [1.806, 2.915, -8.048], [1.164, 5.613, -7.153], [2.201, 6.031, -5.744], [3.261, 6.205, -8.333], [4.121, 6.294, -6.837], [3.880, 3.603, -8.356], [5.160, 4.501, -7.502], [3.822, 2.498, -6.580], [4.191, 3.869, -5.460], [-5.455, -2.970, 2.738], [-3.928, -3.087, 2.772], [-3.539, -4.406, 2.180], [-2.027, -4.690, 2.248], [-1.413, -4.607, 3.613], [-1.140, -3.787, 1.295], [-0.625, -4.652, 0.159], [-0.524, -5.934, 0.830], [-1.797, -6.103, 1.612], [-5.622, -1.938, 3.045], [-5.959, -3.674, 3.401], [-5.902, -3.098, 1.752], [-3.541, -2.946, 3.781], [-3.494, -2.329, 2.120], [-3.872, -4.492, 1.145], [-3.949, -5.194, 2.812], [-1.111, -3.596, 3.887], [-0.520, -5.232, 3.621], [-2.213, -4.932, 4.278], [-0.264, -3.343, 1.768], [-1.754, -2.972, 0.911], [0.320, -4.286, -0.243], [-1.350, -4.653, -0.655], [0.298, -5.842, 1.541], [-0.227, -6.794, 0.229], [-1.820, -6.896, 2.360], [-2.578, -6.322, 0.884], [-1.689, 1.267, -8.333], [-1.894, 1.096, -6.771], [-1.149, -0.084, -6.151], [-1.637, -0.466, -4.771], [-1.585, 0.583, -3.689], [-0.730, -1.640, -4.311], [-1.580, -2.581, -3.447], [-3.047, -2.092, -3.583], [-3.022, -1.131, -4.812], [-2.003, 0.386, -8.893], [-0.641, 1.511, -8.504], [-2.169, 2.137, -8.781], [-2.970, 0.942, -6.698], [-1.899, 2.002, -6.164], [-0.094, 0.168, -6.041], [-1.242, -1.016, -6.709], [-0.536, 0.876, -3.735], [-1.805, 0.107, -2.734], [-2.250, 1.379, -4.024], [0.246, -1.326, -3.942], [-0.366, -2.160, -5.197], [-1.321, -2.629, -2.389], [-1.643, -3.557, -3.929], [-3.313, -1.632, -2.632], [-3.795, -2.880, -3.676], [-3.751, -0.322, -4.763], [-3.262, -1.493, -5.812], [-4.418, 0.502, 4.669], [-5.045, 1.269, 3.486], [-5.291, 0.355, 2.268], [-5.310, 1.214, 0.993], [-6.551, 2.128, 1.114], [-4.012, 1.934, 0.625], [-4.270, 2.381, -0.813], [-4.991, 1.145, -1.423], [-5.542, 0.345, -0.243], [-3.667, -0.168, 4.251], [-5.108, -0.194, 5.146], [-3.904, 1.206, 5.325], [-4.345, 2.083, 3.296], [-5.962, 1.711, 3.874], [-6.275, -0.112, 2.225], [-4.462, -0.317, 2.045], [-7.435, 1.497, 1.018], [-6.603, 2.829, 0.281], [-6.586, 2.606, 2.093], [-3.981, 2.682, 1.417], [-3.180, 1.233, 0.690], [-4.625, 3.407, -0.915], [-3.277, 2.553, -1.228], [-5.822, 1.362, -2.094], [-4.373, 0.463, -2.007], [-6.594, 0.120, -0.417], [-4.991, -0.571, -0.030], [3.044, -4.076, 0.815], [2.871, -2.658, 0.380], [4.015, -2.155, -0.588], [3.763, -0.818, -1.350], [2.511, -0.929, -2.204], [4.893, -0.363, -2.225], [4.572, 1.180, -2.486], [3.777, 1.570, -1.196], [3.582, 0.319, -0.376], [2.370, -4.327, 1.634], [4.027, -4.350, 1.197], [2.792, -4.747, -0.007], [2.811, -2.028, 1.267], [1.919, -2.712, -0.148], [4.449, -2.834, -1.322], [4.951, -1.987, -0.056], [2.636, -1.801, -2.846], [2.164, -0.027, -2.707], [1.741, -1.229, -1.493], [4.850, -1.054, -3.067], [5.826, -0.504, -1.678], [4.087, 1.238, -3.460], [5.503, 1.738, -2.583], [2.790, 2.003, -1.355], [4.423, 2.251, -0.641], [2.627, 0.279, 0.149], [4.349, 0.126, 0.375], [-4.204, -2.852, -0.988], [-4.885, -3.937, -1.407], [-4.151, -4.892, -1.595], [-6.119, -3.929, -1.444], [-3.520, -3.513, -1.120], [0.966, -1.542, 3.497], [0.098, -1.523, 4.487], [-0.969, -0.926, 4.404], [0.454, -2.046, 5.528], [0.562, -0.985, 2.827]], "molar_mass_g_mol": 1055.2, "fmax_ev_per_a": 7.08, "charge": 4, "homo_lumo_gap_ev": 5.68, "lumo_ev": -8.09}